{
  "formula": "C26H42Cl3EuN4O4Si",
  "method": "ωB97M-V/def2-TZVPD",
  "spin_multiplicity": 8,
  "total_charge": -1,
  "max_force_ha_per_bohr": 0.0869,
  "s2": 15.76,
  "lumo_energy_ev": [2.08, 2.08],
  "symbols": ["C", "C", "H", "H", "H", "C", "C", "H", "H", "H", "H", "Eu", "Cl", "Cl", "C", "O", "N", "C", "C", "H", "H", "H", "H", "H", "H", "H", "H", "H", "C", "C", "N", "H", "C", "O", "H", "H", "H", "H", "O", "C", "C", "C", "H", "C", "H", "C", "H", "C", "C", "H", "H", "H", "Si", "Cl", "C", "C", "C", "H", "H", "H", "H", "H", "H", "H", "H", "H", "N", "C", "O", "C", "C", "C", "C", "N", "C", "H", "H", "H", "H", "H", "H"],
  "xyz": [[0.13, 3.52, -3.16], [1.58, 3.34, -2.79], [-0.28, 4.44, -2.69], [-0.44, 2.64, -2.84], [0.01, 3.65, -4.25], [2.40, 4.41, -2.85], [1.97, 5.84, -2.97], [3.49, 4.28, -2.92], [1.25, 6.13, -2.20], [1.57, 6.10, -3.96], [2.87, 6.44, -2.83], [-0.30, -0.65, -1.52], [-2.64, -0.64, -2.55], [1.24, -1.73, -3.30], [0.75, -3.47, -0.48], [0.08, -2.62, 0.14], [1.70, -4.25, 0.03], [2.03, -4.24, 1.46], [2.56, -5.00, -0.88], [0.59, -3.59, -1.57], [1.11, -4.30, 2.06], [2.57, -3.31, 1.71], [2.69, -5.10, 1.66], [1.95, -5.47, -1.66], [3.12, -5.75, -0.33], [3.27, -4.32, -1.38], [-5.93, 2.08, 2.02], [-2.26, 2.69, 0.87], [-5.05, 2.02, 2.67], [-2.79, 2.69, 1.84], [-3.85, 1.69, 1.92], [-5.25, 1.25, 3.43], [-3.64, 0.46, 1.38], [-2.60, 0.11, 0.81], [-2.04, 2.52, 2.63], [-4.52, -0.21, 1.48], [-4.93, 2.99, 3.17], [-3.27, 3.67, 2.01], [1.09, 1.33, -1.43], [1.99, 1.90, -2.50], [4.26, 2.62, -1.51], [3.51, 1.73, -2.28], [3.76, 3.45, -1.02], [5.66, 2.51, -1.42], [1.69, 1.27, -3.36], [4.21, 0.76, -3.04], [6.22, 3.20, -0.77], [6.33, 1.55, -2.17], [5.60, 0.69, -2.99], [3.62, 0.09, -3.67], [7.42, 1.46, -2.11], [6.14, -0.04, -3.60], [1.54, 1.65, 0.36], [0.53, 3.47, 0.48], [3.06, 2.44, 1.21], [2.67, -0.03, 0.11], [0.56, 0.55, 1.58], [4.02, 2.00, 0.93], [2.90, 2.25, 2.28], [3.12, 3.54, 1.09], [1.21, 0.45, 2.47], [0.36, -0.48, 1.22], [-0.39, 0.97, 1.93], [3.72, 0.27, 0.00], [2.43, -0.62, -0.80], [2.58, -0.71, 0.98], [-7.33, -3.60, 3.85], [-6.53, -2.75, 3.14], [-6.57, -1.53, 3.26], [-5.52, -3.44, 2.26], [-4.91, -4.67, 2.59], [-3.80, -5.08, 1.85], [-3.30, -4.25, 0.82], [-3.91, -3.11, 0.53], [-5.00, -2.73, 1.15], [-8.08, -3.18, 4.39], [-7.46, -4.56, 3.58], [-5.29, -5.28, 3.41], [-3.29, -6.02, 2.06], [-2.43, -4.55, 0.24], [-5.51, -1.84, 0.76]]
}

{
  "formula": "C26H42N4O5S",
  "method": "ωB97M-V/def2-TZVPD",
  "max_force_ha_per_bohr": 0.0225,
  "smiles": "CCCCN(CCCC)CCNC(=O)CN1C(=O)COc2ccc(S(=O)(=O)N3CCC(C)CC3)cc21",
  "lumo_energy_ev": 0.64,
  "symbols": ["C", "C", "C", "C", "N", "C", "C", "C", "C", "C", "C", "N", "C", "O", "C", "N", "C", "O", "C", "O", "C", "C", "C", "C", "S", "O", "O", "N", "C", "C", "C", "C", "C", "C", "C", "C", "H", "H", "H", "H", "H", "H", "H", "H", "H", "H", "H", "H", "H", "H", "H", "H", "H", "H", "H", "H", "H", "H", "H", "H", "H", "H", "H", "H", "H", "H", "H", "H", "H", "H", "H", "H", "H", "H", "H", "H", "H", "H"],
  "xyz": [[-4.24, -2.19, 0.39], [-2.93, -2.02, -0.38], [-1.72, -2.35, 0.49], [-0.41, -2.13, -0.28], [0.80, -2.49, 0.43], [1.05, -3.92, 0.50], [2.08, -4.35, -0.54], [2.32, -5.86, -0.53], [3.35, -6.28, -1.57], [1.02, -1.77, 1.67], [2.52, -1.57, 1.88], [3.08, -0.96, 0.69], [3.69, 0.23, 0.71], [4.01, 0.82, 1.72], [4.01, 0.81, -0.68], [3.99, 2.26, -0.57], [5.19, 2.92, -0.56], [6.23, 2.40, -0.90], [5.13, 4.34, -0.03], [3.92, 5.03, -0.23], [2.79, 4.29, -0.06], [1.61, 4.96, 0.23], [0.42, 4.26, 0.37], [0.44, 2.89, 0.21], [-1.03, 1.87, 0.34], [-0.97, 1.14, 1.58], [-1.10, 1.08, -0.86], [-2.25, 3.00, 0.44], [-2.71, 3.49, -0.85], [-3.74, 2.55, -1.48], [-4.90, 2.30, -0.51], [-5.91, 1.33, -1.12], [-4.34, 1.76, 0.80], [-3.31, 2.73, 1.38], [1.60, 2.21, -0.09], [2.80, 2.90, -0.22], [-5.09, -1.94, -0.24], [-4.35, -3.23, 0.71], [-4.26, -1.56, 1.27], [-2.83, -0.99, -0.72], [-2.93, -2.66, -1.26], [-1.79, -3.38, 0.84], [-1.72, -1.69, 1.37], [-0.44, -2.72, -1.21], [-0.35, -1.08, -0.56], [0.12, -4.49, 0.34], [1.41, -4.19, 1.50], [1.73, -4.05, -1.53], [3.02, -3.83, -0.35], [2.67, -6.16, 0.47], [1.38, -6.38, -0.72], [4.31, -5.79, -1.38], [3.02, -6.01, -2.56], [3.51, -7.36, -1.54], [0.60, -2.29, 2.54], [0.53, -0.79, 1.59], [2.72, -0.91, 2.72], [3.02, -2.53, 2.05], [2.72, -1.36, -0.16], [3.31, 0.47, -1.45], [5.03, 0.54, -0.97], [5.91, 4.93, -0.52], [5.36, 4.28, 1.04], [1.64, 6.03, 0.34], [-0.50, 4.76, 0.62], [-3.13, 4.48, -0.69], [-1.83, 3.57, -1.49], [-4.11, 3.00, -2.41], [-3.25, 1.61, -1.72], [-5.41, 3.25, -0.31], [-5.42, 0.38, -1.34], [-6.73, 1.14, -0.43], [-6.32, 1.73, -2.04], [-5.14, 1.60, 1.52], [-3.84, 0.80, 0.62], [-3.78, 3.68, 1.64], [-2.84, 2.31, 2.27], [1.53, 1.14, -0.22]]
}